# 1
Below is a 7-piece molecular cluster, C33H34F2N4O17S overall, with properties calculated with wB97M-V/def2-TZVPD.

Atoms and positions in Å:
O: -0.597 -15.838 -26.778
N: -1.024 -16.940 -26.539
O: -1.036 -17.853 -27.343
C: -1.588 -17.225 -25.220
C: -1.879 -16.178 -24.364
C: -2.545 -16.443 -23.182
C: -2.938 -17.740 -22.853
C: -2.557 -18.768 -23.703
C: -1.912 -18.553 -24.902
H: -1.586 -15.162 -24.586
H: -2.829 -15.683 -22.465
H: -3.522 -17.902 -21.959
H: -2.915 -19.773 -23.499
H: -1.801 -19.326 -25.646
O: -10.841 -25.077 -29.656
N: -10.864 -24.617 -28.527
O: -11.807 -24.017 -28.066
C: -9.707 -24.873 -27.703
C: -8.539 -25.416 -28.225
C: -7.440 -25.671 -27.423
C: -7.523 -25.399 -26.055
C: -8.650 -24.797 -25.511
C: -9.751 -24.593 -26.347
H: -8.441 -25.726 -29.257
H: -6.530 -26.070 -27.846
H: -6.676 -25.708 -25.456
H: -8.758 -24.630 -24.450
H: -10.704 -24.296 -25.928
O: -4.458 -26.304 -26.029
N: -3.907 -27.375 -26.211
O: -4.505 -28.429 -26.230
C: -2.460 -27.350 -26.292
C: -1.763 -28.573 -26.368
C: -0.381 -28.548 -26.436
C: 0.297 -27.327 -26.478
C: -0.383 -26.155 -26.276
C: -1.774 -26.156 -26.221
H: -2.183 -29.568 -26.408
H: 0.202 -29.457 -26.481
H: 1.366 -27.288 -26.645
H: 0.174 -25.227 -26.298
H: -2.312 -25.220 -26.187
O: -3.800 -25.191 -28.684
N: -3.960 -24.047 -28.312
O: -5.012 -23.616 -27.893
C: -2.842 -23.096 -28.329
C: -3.189 -21.744 -28.297
C: -2.180 -20.806 -28.448
C: -0.864 -21.232 -28.335
C: -0.525 -22.560 -28.381
C: -1.534 -23.523 -28.433
H: -4.205 -21.382 -28.323
H: -2.422 -19.755 -28.509
H: -0.123 -20.441 -28.404
H: 0.493 -22.906 -28.269
H: -1.217 -24.554 -28.375
O: -4.638 -17.881 -19.752
C: -4.586 -18.917 -19.188
O: -5.304 -20.020 -19.454
C: -4.675 -21.145 -18.851
C: -3.944 -20.485 -17.683
F: -2.703 -21.038 -17.514
O: -3.754 -19.165 -18.138
H: -5.384 -21.890 -18.493
H: -4.005 -21.706 -19.504
H: -4.503 -20.390 -16.750
O: -6.797 -25.456 -22.584
C: -6.657 -26.636 -22.580
O: -5.916 -27.264 -23.520
C: -6.278 -28.617 -23.482
C: -6.554 -28.816 -21.978
F: -5.373 -28.958 -21.310
O: -7.089 -27.536 -21.667
H: -7.164 -28.850 -24.075
H: -5.477 -29.269 -23.820
H: -7.172 -29.675 -21.741
C: -0.476 -21.825 -25.000
C: -0.792 -22.258 -23.567
O: -1.941 -23.074 -23.464
S: -3.437 -22.425 -23.393
C: -4.295 -24.012 -23.620
O: -3.727 -21.900 -22.093
O: -3.568 -21.597 -24.557
H: -1.282 -21.392 -25.587
H: -0.059 -22.679 -25.549
H: 0.375 -21.137 -25.016
H: 0.036 -22.860 -23.197
H: -0.817 -21.324 -22.997
H: -4.055 -24.639 -22.766
H: -3.889 -24.333 -24.573
H: -5.367 -23.849 -23.596

Summary:
Gap between HOMO and LUMO: 8.48 eV



# 2
Below is a 5-piece molecular cluster, C33H34I2O14 overall, with properties calculated with wB97M-V/def2-TZVPD.

Atoms and positions in Å:
C: -1.044 0.375 0.142
C: -1.040 1.378 -1.105
C: -0.131 0.847 -2.358
C: -0.207 1.986 -3.503
C: 1.340 0.555 -1.826
C: 2.281 1.774 -1.482
C: 3.714 1.509 -0.922
C: 4.218 0.035 -0.694
C: 5.691 -0.157 -0.065
I: 7.457 -0.664 -1.215
C: 5.754 0.021 1.359
C: 7.086 -0.082 2.230
I: 3.911 0.468 2.475
C: 3.300 -1.160 -1.032
C: 1.855 -0.882 -1.601
C: 0.958 -2.194 -1.884
O: 0.239 -2.351 -2.899
C: 1.100 -3.339 -0.753
C: -0.153 -4.088 -0.250
C: 0.046 -5.142 0.869
C: 1.480 -5.438 1.421
C: 2.757 -4.689 0.914
C: 2.541 -3.613 -0.178
C: 3.722 -2.701 -0.795
O: 4.853 -3.147 -1.100
H: -1.607 0.903 1.003
H: 0.000 0.140 0.565
H: -1.597 -0.617 -0.058
H: -0.683 2.438 -0.857
H: -2.118 1.405 -1.526
H: -0.686 -0.063 -2.766
H: 0.359 1.661 -4.440
H: 0.335 2.909 -3.091
H: -1.276 2.254 -3.805
H: 1.898 2.849 -1.616
H: 4.345 2.426 -0.658
H: 7.478 0.989 2.386
H: 6.812 -0.467 3.284
H: 7.927 -0.685 1.755
H: -1.157 -3.818 -0.729
H: -0.881 -5.686 1.280
H: 1.579 -6.217 2.242
H: 3.806 -4.909 1.318
O: -4.292 -0.903 -6.382
C: -3.618 -1.856 -6.114
O: -4.105 -3.030 -5.624
C: -3.040 -3.970 -5.654
C: -1.821 -3.100 -5.628
O: -2.265 -1.906 -6.258
H: -3.092 -4.643 -4.797
H: -3.115 -4.560 -6.573
H: -1.497 -2.864 -4.610
H: -0.984 -3.539 -6.173
O: -3.289 -1.194 2.082
C: -4.129 -0.602 1.465
O: -4.124 -0.448 0.112
C: -5.383 0.103 -0.249
C: -5.831 0.778 1.012
O: -5.209 0.004 2.028
H: -5.277 0.801 -1.081
H: -6.051 -0.709 -0.549
H: -5.473 1.810 1.084
H: -6.916 0.771 1.126
O: -2.639 3.144 0.906
C: -2.232 4.268 0.983
O: -0.969 4.652 0.654
C: -0.947 6.073 0.663
C: -2.083 6.421 1.576
O: -2.973 5.326 1.412
H: 0.011 6.444 1.029
H: -1.103 6.435 -0.357
H: -1.777 6.475 2.625
H: -2.567 7.360 1.300
O: 2.979 2.588 5.586
C: 2.123 1.771 5.770
O: 1.728 1.333 6.997
C: 0.555 0.554 6.805
C: 0.673 0.110 5.379
O: 1.418 1.160 4.777
H: 0.528 -0.285 7.502
H: -0.321 1.186 6.977
H: 1.232 -0.825 5.275
H: -0.299 -0.003 4.896

Summary:
Gap between HOMO and LUMO: 7.50 eV



# 3
Below is C33H34N2O8 in the gas phase, with properties calculated with wB97M-V/def2-TZVPD.

Atoms and positions in Å:
C: 0.820 5.046 6.576
O: 0.590 3.671 6.789
C: 0.202 2.903 5.748
C: -0.006 3.361 4.447
C: -0.400 2.475 3.466
C: -0.604 1.123 3.744
C: -1.023 0.255 2.631
O: -0.996 0.612 1.477
C: -1.522 -1.146 3.001
O: -2.060 -1.776 1.850
C: -1.223 -2.498 1.112
O: -0.106 -2.801 1.441
C: -1.882 -3.012 -0.168
C: -3.149 -2.260 -0.591
C: -2.935 -0.793 -0.979
C: -2.692 -0.611 -2.476
C: -2.395 0.847 -2.827
N: -1.164 1.303 -2.218
C: 0.076 0.906 -2.653
O: 0.265 0.180 -3.600
C: 1.115 1.577 -1.786
C: 0.313 2.390 -0.769
C: -1.134 2.180 -1.149
O: -2.108 2.705 -0.676
C: 0.774 3.847 -1.035
C: 2.226 3.881 -0.628
C: 2.910 3.181 -1.524
C: 1.926 2.663 -2.544
C: 0.921 3.821 -2.562
N: -0.862 -3.082 -1.197
C: 0.119 -2.125 -1.388
O: 0.188 -1.084 -0.790
C: 1.054 -2.629 -2.459
C: 0.527 -4.017 -2.830
C: -0.694 -4.218 -1.966
O: -1.414 -5.181 -1.907
C: 1.688 -4.958 -2.399
C: 2.809 -4.641 -3.359
C: 3.267 -3.434 -3.054
C: 2.465 -2.927 -1.882
C: 2.196 -4.242 -1.142
C: -0.399 0.672 5.051
C: 0.001 1.547 6.033
H: -0.088 5.556 6.240
H: 1.622 5.210 5.851
H: 1.121 5.446 7.543
H: 0.134 4.399 4.194
H: -0.576 2.823 2.459
H: -2.326 -1.088 3.736
H: -0.684 -1.740 3.386
H: -2.161 -4.061 0.026
H: -3.596 -2.802 -1.428
H: -3.840 -2.318 0.251
H: -3.822 -0.219 -0.703
H: -2.098 -0.382 -0.416
H: -1.852 -1.222 -2.809
H: -3.577 -0.925 -3.035
H: -2.298 0.954 -3.912
H: -3.189 1.502 -2.458
H: 1.763 0.817 -1.353
H: 0.455 2.085 0.267
H: 0.122 4.601 -0.603
H: 2.589 4.348 0.270
H: 3.958 2.945 -1.526
H: 2.332 2.328 -3.494
H: -0.004 3.599 -3.092
H: 1.354 4.740 -2.955
H: 1.093 -1.901 -3.272
H: 0.272 -4.157 -3.881
H: 1.395 -6.000 -2.310
H: 3.104 -5.282 -4.169
H: 4.023 -2.861 -3.557
H: 2.887 -2.104 -1.313
H: 1.465 -4.155 -0.340
H: 3.107 -4.692 -0.752
H: -0.537 -0.368 5.302
H: 0.169 1.212 7.044

Summary:
Energy relative to the best compared isomer or geometry (same formula, charge and spin): 0.000 eV
Gap between HOMO and LUMO: 9.33 eV



# 4
Below is C33H34N3S3V as an isolated structure, with properties calculated with wB97M-V/def2-TZVPD.

Atoms and positions in Å:
V: 0.732 -1.145 -0.530
C: 0.220 -2.159 2.468
N: 1.040 -1.139 1.779
C: 2.470 -1.540 1.853
C: 3.332 -0.742 0.890
N: 2.977 -1.099 -0.502
C: 3.674 -2.349 -0.884
C: 3.346 -0.108 -1.507
C: 4.491 0.660 -1.381
C: 4.852 1.542 -2.389
C: 4.072 1.633 -3.531
C: 2.931 0.855 -3.660
C: 2.548 -0.021 -2.650
S: 1.049 -0.956 -2.785
C: 0.863 0.172 2.422
C: 0.835 0.277 3.810
C: 0.670 1.502 4.431
C: 0.538 2.645 3.653
C: 0.589 2.552 2.276
C: 0.763 1.319 1.632
S: 0.898 1.265 -0.105
H: 0.525 -2.295 3.507
H: 0.324 -3.111 1.956
H: -0.824 -1.850 2.443
H: 2.516 -2.604 1.608
H: 2.838 -1.417 2.877
H: 4.388 -0.952 1.091
H: 3.160 0.325 1.025
H: 4.741 -2.149 -1.018
H: 3.254 -2.725 -1.814
H: 3.556 -3.094 -0.103
H: 5.101 0.584 -0.489
H: 5.738 2.153 -2.280
H: 4.346 2.317 -4.324
H: 2.310 0.936 -4.543
H: 0.941 -0.605 4.427
H: 0.641 1.561 5.511
H: 0.400 3.612 4.121
H: 0.504 3.441 1.664
C: -3.884 4.182 0.362
C: -3.391 3.467 -0.904
C: -4.259 3.886 -2.099
C: -1.952 3.905 -1.175
C: -3.499 1.957 -0.697
C: -4.761 1.382 -0.461
C: -4.918 0.028 -0.264
C: -3.781 -0.774 -0.285
S: -3.665 -2.491 -0.097
C: -1.950 -2.383 -0.298
N: -1.481 -1.175 -0.468
C: -2.514 -0.230 -0.492
C: -2.384 1.140 -0.720
C: -1.071 -3.545 -0.296
C: -1.601 -4.829 -0.164
C: -0.757 -5.923 -0.180
C: 0.605 -5.710 -0.345
C: 1.110 -4.421 -0.471
C: 0.304 -3.276 -0.438
H: -3.817 5.264 0.230
H: -3.274 3.902 1.223
H: -4.922 3.935 0.588
H: -4.186 4.964 -2.254
H: -5.311 3.642 -1.942
H: -3.928 3.385 -3.010
H: -1.922 4.988 -1.306
H: -1.552 3.446 -2.081
H: -1.286 3.644 -0.350
H: -5.640 2.013 -0.438
H: -5.898 -0.399 -0.099
H: -1.396 1.534 -0.894
H: -2.670 -4.978 -0.054
H: -1.154 -6.925 -0.079
H: 1.281 -6.556 -0.380
H: 2.177 -4.336 -0.613

Summary:
Multiplicity: 3
Gap between HOMO and LUMO (alpha / beta): 7.19 / 7.29 eV



# 5
Below is C33H34N4O2P3PdSTe as an isolated structure, with properties calculated with wB97M-V/def2-TZVPD.

Atoms and positions in Å:
Pd: -0.231 1.233 -1.355
Te: 2.232 -2.182 1.292
C: 2.779 -1.280 3.108
C: 3.388 -0.030 3.065
C: 3.805 0.524 4.269
N: 3.653 -0.077 5.441
C: 3.093 -1.280 5.459
C: 2.635 -1.935 4.320
C: 1.170 -0.613 0.567
P: 1.269 -0.285 -1.247
C: 0.823 -1.794 -2.075
C: -0.118 -2.671 -1.527
C: -0.449 -3.828 -2.210
C: 0.142 -4.101 -3.439
C: 1.049 -3.213 -4.002
C: 1.391 -2.053 -3.327
C: 2.925 0.227 -1.647
C: 3.966 -0.709 -1.664
C: 5.257 -0.284 -1.918
C: 5.513 1.060 -2.167
C: 4.478 1.985 -2.176
C: 3.181 1.574 -1.914
P: -0.246 0.091 1.307
C: -0.223 -0.053 3.093
C: 0.398 0.925 3.873
C: 0.397 0.795 5.252
C: -0.228 -0.296 5.846
C: -0.854 -1.264 5.070
C: -0.861 -1.141 3.691
C: -0.253 1.850 0.849
C: 0.951 2.519 0.549
C: 0.958 3.891 0.292
C: -0.232 4.589 0.323
C: -1.441 3.940 0.619
C: -1.461 2.590 0.877
H: 3.574 0.489 2.132
H: 4.290 1.495 4.283
H: 3.002 -1.753 6.431
H: 2.186 -2.915 4.404
H: -0.600 -2.451 -0.581
H: -1.165 -4.518 -1.787
H: -0.110 -5.013 -3.964
H: 1.493 -3.425 -4.964
H: 2.097 -1.361 -3.768
H: 3.770 -1.764 -1.510
H: 6.066 -1.002 -1.938
H: 6.525 1.382 -2.373
H: 4.680 3.023 -2.402
H: 2.368 2.287 -1.955
H: 0.868 1.788 3.416
H: 0.878 1.545 5.864
H: -0.237 -0.385 6.925
H: -1.345 -2.105 5.541
H: -1.354 -1.892 3.083
H: 1.883 1.974 0.629
H: 1.893 4.398 0.094
H: -0.235 5.654 0.131
H: -2.357 4.514 0.650
H: -2.390 2.090 1.115
N: -4.435 -0.825 -4.350
C: -4.539 0.444 -3.555
P: -4.009 0.027 -1.826
O: -4.238 -1.456 -1.703
O: -2.680 0.662 -1.629
C: -5.340 0.679 -0.686
N: -5.747 -0.493 0.164
H: -3.541 -0.799 -4.878
H: -5.212 -0.958 -4.997
H: -4.401 -1.617 -3.690
H: -5.554 0.827 -3.628
H: -3.847 1.164 -3.986
H: -6.219 0.992 -1.245
H: -5.012 1.505 -0.060
H: -6.760 -0.581 0.254
H: -5.356 -0.460 1.103
H: -5.355 -1.325 -0.348
S: -1.399 -0.280 -5.387
C: -0.770 0.548 -4.167
N: -0.223 1.187 -3.335

Summary:
Energy relative to the best compared isomer or geometry (same formula, charge and spin): 1.083 eV
Gap between HOMO and LUMO: 5.65 eV
Charge: +3



# 6
Below is C33H35AuCl2N3O5SSi as an isolated structure, with properties calculated with wB97M-V/def2-TZVPD.

Atoms and positions in Å:
Au: -0.008 -1.114 0.489
N: -4.377 -2.525 1.090
C: -3.127 -2.321 0.584
O: -2.920 -1.468 -0.258
C: -2.063 -3.287 1.091
C: -0.687 -3.076 0.458
H: -4.999 -1.739 0.978
H: -4.440 -2.987 1.982
H: -2.434 -4.297 0.881
H: -1.988 -3.153 2.172
H: -0.721 -3.372 -0.591
H: 0.067 -3.668 0.974
Cl: -3.132 -1.762 -6.079
C: -3.334 -0.314 -5.137
C: -4.327 0.563 -5.535
C: -4.464 1.784 -4.903
C: -3.581 2.127 -3.893
C: -2.604 1.241 -3.484
Cl: -1.511 1.743 -2.239
C: -2.465 -0.040 -4.062
N: -1.453 -0.906 -3.680
C: -1.601 -2.297 -3.498
C: -2.857 -2.881 -3.333
C: -2.991 -4.245 -3.143
C: -1.867 -5.058 -3.116
C: -0.614 -4.487 -3.259
C: -0.453 -3.119 -3.449
C: 0.943 -2.545 -3.437
C: 1.228 -2.269 -1.929
O: 1.837 -3.102 -1.284
O: 0.702 -1.189 -1.449
H: -4.970 0.286 -6.360
H: -5.224 2.482 -5.225
H: -3.641 3.093 -3.410
H: -0.748 -0.517 -3.054
H: -3.730 -2.243 -3.302
H: -3.975 -4.671 -2.993
H: -1.964 -6.124 -2.954
H: 0.272 -5.106 -3.188
H: 1.013 -1.643 -4.044
H: 1.676 -3.281 -3.758
C: 4.400 0.827 0.622
C: 3.589 2.104 0.844
C: 4.368 3.080 1.725
C: 3.286 2.753 -0.506
Si: 1.923 1.590 1.692
O: 1.079 0.725 0.675
C: 0.926 3.146 2.157
C: 0.644 3.529 3.469
C: -0.116 4.657 3.750
C: -0.642 5.415 2.715
C: -0.412 5.030 1.401
C: 0.364 3.912 1.133
C: 2.478 0.654 3.263
C: 2.951 1.258 4.430
C: 3.226 0.514 5.570
C: 3.040 -0.860 5.563
C: 2.629 -1.489 4.397
C: 2.364 -0.738 3.262
H: 5.324 1.046 0.073
H: 3.822 0.106 0.038
H: 4.666 0.358 1.571
H: 5.290 3.403 1.225
H: 4.644 2.614 2.674
H: 3.771 3.970 1.943
H: 4.214 2.935 -1.062
H: 2.777 3.711 -0.377
H: 2.651 2.100 -1.108
H: 1.014 2.931 4.292
H: -0.307 4.940 4.779
H: -1.232 6.297 2.928
H: -0.849 5.597 0.587
H: 0.527 3.615 0.103
H: 3.114 2.330 4.455
H: 3.576 1.007 6.470
H: 3.230 -1.441 6.457
H: 2.509 -2.566 4.373
H: 2.058 -1.236 2.355
O: -3.027 0.073 2.671
S: -1.605 0.408 2.473
N: -0.728 -0.818 2.265

Summary:
Energy relative to the best compared isomer or geometry (same formula, charge and spin): 1.863 eV
Gap between HOMO and LUMO: 7.38 eV
Charge: -1



Asked for E across the records above, the calculation gives -91799.0383; -79628.9486; -54134.7219; -97439.7099; -94278.7031; -96950.9109 eV in order.
Asked for max |F| across the records above, the calculation gives 0.0376; 0.0852; 0.0130; 0.0020; 0.0286; 0.0541 Eh/bohr in order.